Record 1
13
Properties=species:S:1:pos:R:3:forces:R:3 method="wB97M-V/def2-TZVPD" largest_force_ev_per_a=4.8 orbital_gap_ev=7.64 e_homo_ev=-8.80 lumo_energy_ev=-1.16 de_lowest_ev=2.020 total_energy_ha=-1089.8976
Cl -3.0234 -1.5927 -0.1258 -2.76 -1.70 0.11
S -2.8475 1.9008 -0.0400 1.04 -1.33 0.18
C -1.6322 -0.8230 0.0834 2.07 4.31 -0.41
C -0.1610 1.1516 -0.1012 -3.24 -1.14 0.41
C 2.0776 -0.0663 -0.1416 -1.79 2.28 0.62
C -0.3744 -1.2439 0.1065 1.09 0.08 0.47
C -1.5999 0.8362 0.0017 -0.53 -1.28 -0.43
C 0.5258 0.0420 -0.1246 2.28 -3.37 1.14
H 2.3953 1.0707 -0.3499 -0.05 -2.92 -0.36
H -0.0875 -2.3170 0.4364 -0.08 2.06 -1.22
H 0.0726 2.1173 0.1440 1.28 2.29 -0.27
H 2.3131 -0.9294 -0.8471 0.55 1.50 1.11
H 2.3415 -0.1461 0.9583 0.16 -0.78 -1.37

***

Record 2
14
Properties=species:S:1:pos:R:3:forces:R:3 method="wB97M-V/def2-TZVPD" largest_force_ev_per_a=1.9 orbital_gap_ev="6.10 / 6.10" e_homo_ev="-14.16 / -14.16" lumo_energy_ev="-8.05 / -8.06" de_lowest_ev=5.206 charge=+1 total_energy_ha=-506.0633
F 3.3693 -1.6657 -1.3656 0.45 0.20 -0.22
F 3.8864 -0.1516 -0.0301 0.40 0.03 -0.35
O 0.3204 -0.3328 -0.3799 0.78 0.79 -0.73
C 3.0481 -1.1041 -0.2485 -0.58 -0.31 0.58
C -0.2457 1.3453 1.2999 0.22 -0.11 0.35
C -1.6989 -0.9653 -1.2650 -0.92 1.12 -0.19
C -0.4134 -1.2047 -0.9930 0.49 -1.48 1.12
C -1.8800 0.0176 -0.2444 0.00 -0.61 -0.52
C -0.6249 0.4131 0.2397 -0.75 0.52 0.16
H -2.8473 0.3190 0.1187 -0.05 -0.01 0.28
H -2.4412 -1.4916 -1.8293 -0.04 -0.02 -0.31
H -0.7796 1.1370 2.2293 0.05 -0.03 -0.05
H -0.5207 2.3615 0.9941 -0.06 -0.07 -0.13
H 0.8275 1.3223 1.4740 0.01 -0.01 0.00

***

Record 3
15
Properties=species:S:1:pos:R:3:forces:R:3 method="wB97M-V/def2-TZVPD" largest_force_ev_per_a=8.6 orbital_gap_ev="5.84 / 5.44" s2=2.015 e_homo_ev="-5.67 / -9.26" lumo_energy_ev="0.18 / -3.82" multiplicity=3 total_energy_ha=-606.2011
F 0.1593 2.4252 0.5710 0.74 -1.99 -1.34
F -1.5295 -1.1397 0.6576 0.54 0.40 -0.34
F 0.8706 -0.8305 -0.6953 -0.60 1.22 -0.08
O -2.2938 1.7810 -1.2450 0.25 0.64 0.10
C 1.0329 0.3900 -0.2032 5.11 -2.97 -0.33
C 2.3761 0.6515 0.3477 0.40 -1.11 -1.91
C -0.0079 1.2037 0.0029 -8.12 2.83 0.15
C -2.3696 -0.1656 0.1786 0.69 0.33 0.72
C -3.6257 -0.2584 0.6179 1.15 -1.91 0.56
C -1.7459 0.9181 -0.5958 1.98 -1.12 1.23
H 2.2488 0.6498 1.3690 0.22 0.07 2.62
H -3.8942 -1.1087 1.2754 0.12 0.71 -0.66
H -4.3104 0.4468 0.3300 -1.64 1.53 -0.54
H 3.2500 0.0871 0.0260 -0.75 -1.39 0.10
H 2.7980 1.5436 0.0390 -0.07 2.77 -0.30

***

Record 4
12
Properties=species:S:1:pos:R:3:forces:R:3 method="wB97M-V/def2-TZVPD" largest_force_ev_per_a=1.2 orbital_gap_ev=8.57 e_homo_ev=-8.81 lumo_energy_ev=-0.24 de_lowest_ev=5.738 total_energy_ha=-286.1323
N 0.3655 -1.4778 0.1827 -0.33 0.68 0.09
C 1.2726 -0.8101 -0.7564 0.06 -0.25 0.30
C -0.8570 -0.6454 -0.0770 -0.78 0.33 0.75
C 0.6450 1.4416 -0.1463 0.03 0.00 -0.27
C 1.4610 0.4944 -0.5830 -0.35 -0.21 0.01
C -1.6970 0.6612 0.7959 0.75 -0.70 -0.22
C -0.6865 0.8014 -0.0157 -0.34 0.28 -0.15
H 1.5055 -1.3976 -1.6385 0.24 0.23 0.06
H -1.5067 -1.1834 -0.7676 0.02 0.60 0.10
H 0.8523 2.3806 0.3534 0.15 -0.22 -0.02
H -2.2275 1.1506 1.6380 0.53 -0.88 -0.59
H 0.6772 -1.4808 1.1466 0.02 0.13 -0.05

***

Record 5
12
Properties=species:S:1:pos:R:3:forces:R:3 method="wB97M-V/def2-TZVPD" largest_force_ev_per_a=3.5 orbital_gap_ev="7.49 / 7.26" e_homo_ev="-8.78 / -8.25" lumo_energy_ev="-1.29 / -0.98" de_lowest_ev=3.626 total_energy_ha=-286.2099
N 0.9865 1.4081 -0.0803 2.86 2.10 0.16
C -0.2747 -0.9806 -0.0448 1.42 -0.31 0.20
C -1.0372 0.1881 -0.0496 2.76 1.21 -0.14
C 1.1108 -0.9025 -0.0103 2.46 0.75 -0.85
C 1.7877 0.3673 -0.2009 -2.43 -1.74 0.73
C -2.3622 0.2413 -0.2740 -3.10 -1.02 1.02
C -0.2714 1.4019 0.0709 -1.30 -2.16 -0.52
H -0.7303 -1.9514 -0.1471 -0.21 -0.13 0.23
H 2.8455 0.5975 -0.3900 -0.52 -0.67 0.06
H -2.7525 -0.5768 0.4033 -0.50 0.36 -0.92
H 1.7833 -1.7688 0.0626 -0.77 0.06 -0.14
H -0.7722 2.2659 0.3687 -0.66 1.55 0.15

***

Record 6
21
Properties=species:S:1:pos:R:3:forces:R:3 method="wB97M-V/def2-TZVPD" largest_force_ev_per_a=0.9 orbital_gap_ev="5.12 / 5.51" s2=0.756 e_homo_ev="-0.29 / -0.68" lumo_energy_ev="4.83 / 4.83" de_lowest_ev=1.796 charge=-2 multiplicity=2 total_energy_ha=-1955.9731
Pt -0.0928 -0.7970 1.5459 0.59 0.33 0.56
S 1.9196 0.4820 0.6353 -0.28 -0.04 -0.14
S -1.0200 -2.4786 0.2319 -0.08 -0.21 0.24
S -1.9309 -3.8222 1.6062 -0.22 -0.24 -0.35
O -0.6810 1.6905 0.2038 -0.21 0.09 0.01
O -2.1567 -5.0188 0.7902 0.03 0.09 0.03
O -3.1706 -3.1972 2.0604 0.09 0.02 0.07
O -0.9713 -4.0435 2.6888 0.07 -0.07 0.10
N 0.1146 1.8768 -0.7762 0.13 0.01 -0.12
N -0.8457 -1.6416 4.3986 0.33 0.10 0.38
C 0.4870 2.8095 -2.9512 -0.19 0.08 -0.04
C -0.3256 2.5387 -1.8743 0.08 0.03 -0.08
C 2.2416 1.6722 -1.8232 0.05 0.04 -0.11
C 1.8065 2.3753 -2.9260 0.08 -0.06 0.07
C -0.5672 -1.3017 3.2888 -0.14 0.24 -0.81
C 1.4137 1.3934 -0.7290 0.01 -0.20 0.28
H 0.0776 3.3449 -3.7979 -0.02 0.00 0.02
H -1.3634 2.8260 -1.8034 0.00 0.01 0.00
H -0.6628 -2.5645 4.7616 -0.30 -0.20 -0.15
H 2.4751 2.5647 -3.7568 -0.01 0.00 0.00
H 3.2523 1.2910 -1.7735 -0.01 -0.02 0.03

***

Record 7
20
Properties=species:S:1:pos:R:3:forces:R:3 method="wB97M-V/def2-TZVPD" largest_force_ev_per_a=5.2 orbital_gap_ev="8.80 / 4.59" e_homo_ev="-13.69 / -10.66" lumo_energy_ev="-4.89 / -6.07" de_lowest_ev=3.416 charge=+1 total_energy_ha=-2571.5100
Zn 0.3305 0.3019 -0.9873 -0.01 1.41 0.22
O 1.0328 1.3422 -4.4263 -0.37 -0.85 2.64
O 0.3343 1.0708 1.0621 0.02 -1.36 0.48
O -1.5516 2.2651 -2.9322 2.51 -1.91 1.33
O -2.5043 -0.0116 0.2170 2.77 -0.54 -1.93
O -1.6031 -2.5968 -2.9292 1.42 1.38 0.80
O 2.1691 -2.1900 0.2036 -0.80 1.46 -1.22
N -0.1484 -0.7889 2.4436 0.36 -0.24 -0.47
N 0.1499 1.2953 3.2908 0.05 0.05 -0.47
C -1.5205 -0.1937 -0.3471 -4.42 0.10 2.75
C 1.7173 -1.3589 -0.5048 0.85 -0.82 0.14
C 0.8329 0.9797 -3.3282 1.75 0.16 -3.26
C -0.7055 1.5991 -2.4413 -3.62 2.50 -0.46
C -0.8435 -1.8725 -2.4938 -1.29 -1.56 -1.08
C 0.1440 0.5218 2.1922 -0.15 0.51 0.67
H -0.1873 -1.1519 3.4007 0.05 0.49 -0.67
H 2.0046 -0.9565 -1.5384 0.88 -1.19 0.46
H -0.0102 0.9457 4.2204 0.01 0.05 -0.10
H 0.2397 2.2803 3.1377 0.04 0.28 0.15
H 0.1194 -1.4811 1.7605 -0.05 0.09 0.02

***

Record 8
14
Properties=species:S:1:pos:R:3:forces:R:3 method="wB97M-V/def2-TZVPD" largest_force_ev_per_a=6.3 orbital_gap_ev=7.89 e_homo_ev=-8.35 lumo_energy_ev=-0.47 de_lowest_ev=5.431 total_energy_ha=-395.7092
N 0.8778 -1.7308 1.2261 -2.31 0.00 -0.33
N 1.6393 0.4878 0.5564 5.82 1.22 1.97
N -0.0873 -2.5679 1.1640 0.96 1.63 -3.12
C 0.7893 -0.5024 0.4693 -3.29 -0.08 -3.13
C 1.3284 1.7238 0.0225 0.73 0.90 2.12
C -0.2035 0.1045 -0.4053 2.12 1.39 2.64
C 0.1079 1.5390 -0.5078 -2.02 0.22 -2.10
C -1.4624 -0.3287 -0.6194 -5.29 -1.67 -2.57
C -2.5746 -0.6010 -1.0863 0.38 -0.70 1.54
H -0.7510 -2.4065 0.2150 1.59 0.10 2.89
H -3.6098 -1.0333 -1.1721 1.80 0.96 -0.09
H 2.6429 0.2960 0.6798 -0.73 0.05 0.71
H 1.8660 2.6787 0.4607 -0.96 -2.28 -1.56
H -0.5631 2.3409 -1.0029 1.20 -1.74 1.02